Entry 1:
A structure of composition C37H88BaF3N6O46P7 in a non-equilibrium geometry. Source: OMol25; level of theory: the ωB97M-V functional and the def2-TZVPD basis.

Summary:
HOMO energy: -7.9 eV
Gap between HOMO and LUMO: 6.516 eV
Total charge: 0

Structure (XYZ):
```
188
Properties=species:S:1:pos:R:3:lowdin_charge:R:1
Ba -3.578 -0.906 -2.862 2.009
C -0.323 0.433 0.510 -0.022
C 0.860 -0.200 0.986 -0.362
C 1.367 -1.456 0.318 -0.365
O 2.477 -1.929 0.612 0.024
C 0.567 -2.032 -0.688 -0.019
C -0.652 -1.463 -1.070 -0.361
C -1.024 -0.016 -0.610 -0.376
O -2.019 0.548 -1.163 -0.230
O -1.491 -2.110 -1.769 -0.273
O 1.446 0.324 1.948 0.029
H -0.674 1.367 0.930 0.088
H 0.915 -2.882 -1.256 0.090
C 2.005 2.138 -1.012 0.060
N 3.476 2.341 -0.765 -0.417
O 4.129 1.338 -0.543 0.042
O 3.932 3.465 -0.830 0.081
H 1.533 2.216 -0.039 0.085
H 2.046 1.151 -1.465 0.097
H 1.690 2.889 -1.726 0.080
C 5.487 -1.390 -1.682 0.047
N 6.933 -1.154 -1.438 -0.434
O 7.689 -1.367 -2.374 0.044
O 7.275 -0.785 -0.344 0.095
H 5.404 -2.076 -2.516 0.064
H 5.042 -0.434 -1.945 0.080
H 5.046 -1.779 -0.768 0.101
C -0.739 -5.279 -0.449 0.033
N -1.283 -6.000 0.740 -0.431
O -2.023 -6.939 0.521 0.063
O -0.951 -5.611 1.838 0.062
H -0.555 -6.043 -1.199 0.095
H 0.194 -4.820 -0.150 0.069
H -1.471 -4.558 -0.800 0.085
C -3.799 1.859 1.522 0.068
N -4.058 3.191 2.133 -0.421
O -4.845 3.932 1.566 0.041
O -3.436 3.471 3.127 0.086
H -3.609 1.164 2.338 0.091
H -2.881 1.996 0.951 0.079
H -4.605 1.501 0.891 0.089
C 4.712 0.601 2.391 0.033
N 5.847 1.336 2.984 -0.434
O 5.584 2.101 3.895 0.056
O 6.959 1.127 2.556 0.076
H 4.983 0.260 1.399 0.071
H 3.840 1.241 2.323 0.065
H 4.461 -0.260 3.006 0.103
C 2.971 -5.426 -0.696 0.033
N 2.826 -6.539 0.278 -0.436
O 3.739 -6.731 1.049 0.079
O 1.771 -7.151 0.283 0.049
H 2.262 -5.596 -1.499 0.073
H 3.986 -5.420 -1.076 0.098
H 2.728 -4.498 -0.175 0.087
C 2.148 2.549 4.241 -0.083
O 2.262 3.236 5.488 -0.213
P 1.079 3.227 6.553 0.350
O 0.812 1.914 7.124 -0.193
O -0.163 3.902 5.801 -0.204
C 0.027 4.949 4.864 -0.102
O 1.512 4.369 7.555 -0.207
C 2.411 4.056 8.616 -0.093
H 2.143 3.273 3.424 0.090
H 1.243 1.944 4.184 0.066
H 3.018 1.907 4.151 0.062
H -0.679 5.748 5.097 0.096
H -0.139 4.574 3.855 0.065
H 1.015 5.411 4.934 0.097
H 2.965 4.946 8.908 0.085
H 3.126 3.287 8.323 0.091
H 1.853 3.711 9.487 0.091
C -1.261 1.385 -6.760 -0.081
O -2.038 2.490 -6.308 -0.194
P -2.668 2.509 -4.852 0.360
O -3.284 1.238 -4.430 -0.396
O -1.528 3.003 -3.871 -0.203
C -0.394 2.207 -3.494 -0.064
O -3.652 3.726 -4.886 -0.199
C -3.263 4.935 -5.600 -0.041
H -0.383 1.748 -7.292 0.101
H -1.852 0.783 -7.452 0.094
H -0.919 0.723 -5.966 0.052
H 0.514 2.689 -3.854 0.098
H -0.486 1.165 -3.792 0.086
H -0.357 2.264 -2.407 0.071
H -3.812 5.752 -5.145 0.096
H -3.529 4.795 -6.643 0.093
H -2.194 5.106 -5.490 0.090
C -0.783 -4.486 -4.184 -0.052
O -0.134 -3.541 -5.058 -0.201
P -1.007 -2.465 -5.805 0.351
O -1.922 -1.695 -4.941 -0.382
O 0.044 -1.526 -6.499 -0.213
C 1.042 -2.052 -7.394 -0.058
O -1.685 -3.326 -6.955 -0.196
C -2.487 -2.695 -7.951 -0.081
H -0.170 -5.385 -4.228 0.100
H -1.778 -4.778 -4.523 0.094
H -0.794 -4.086 -3.173 0.063
H 2.002 -1.616 -7.129 0.088
H 0.783 -1.790 -8.418 0.092
H 1.162 -3.130 -7.286 0.089
H -3.216 -1.979 -7.565 0.089
H -3.074 -3.481 -8.424 0.095
H -1.859 -2.213 -8.699 0.089
C 4.515 -5.186 -6.774 -0.086
O 3.700 -4.107 -6.301 -0.225
P 3.688 -3.789 -4.739 0.362
O 3.109 -4.810 -3.872 -0.208
O 5.215 -3.504 -4.369 -0.234
C 5.995 -2.611 -5.172 -0.080
O 3.019 -2.351 -4.769 -0.224
C 2.451 -1.846 -3.543 -0.062
H 5.307 -5.427 -6.062 0.091
H 4.971 -4.891 -7.716 0.092
H 3.898 -6.072 -6.909 0.093
H 5.451 -1.697 -5.411 0.094
H 6.329 -3.109 -6.083 0.085
H 6.866 -2.336 -4.581 0.079
H 1.422 -1.579 -3.771 0.079
H 2.960 -0.908 -3.313 0.086
H 2.538 -2.525 -2.700 0.075
C -3.878 3.650 -1.596 -0.062
O -5.223 3.547 -2.084 -0.185
P -6.050 2.223 -1.982 0.352
O -5.252 0.990 -2.115 -0.441
O -6.815 2.257 -0.594 -0.208
C -7.458 3.456 -0.137 -0.071
O -7.159 2.408 -3.086 -0.190
C -8.250 1.480 -3.141 -0.074
H -3.417 2.679 -1.414 0.070
H -3.885 4.209 -0.659 0.075
H -3.297 4.217 -2.318 0.081
H -8.527 3.405 -0.350 0.091
H -7.087 4.330 -0.674 0.092
H -7.277 3.574 0.925 0.083
H -9.161 1.999 -2.850 0.094
H -8.094 0.607 -2.508 0.089
H -8.345 1.146 -4.172 0.093
C 2.206 -1.880 4.127 -0.085
O 2.612 -2.232 5.446 -0.199
P 1.565 -2.735 6.517 0.368
O 0.580 -1.738 6.927 -0.200
O 0.948 -4.038 5.811 -0.217
C -0.332 -4.494 6.229 -0.108
O 2.522 -3.310 7.644 -0.197
C 3.508 -4.275 7.302 -0.108
H 2.331 -0.816 3.938 0.063
H 1.147 -2.104 3.971 0.072
H 2.774 -2.434 3.379 0.089
H -0.258 -5.404 6.832 0.088
H -0.897 -4.778 5.341 0.076
H -0.865 -3.736 6.802 0.079
H 3.384 -4.666 6.293 0.083
H 3.471 -5.110 8.003 0.087
H 4.503 -3.836 7.397 0.089
C -1.652 -2.660 2.992 -0.063
O -1.506 -2.353 4.386 -0.241
P -2.444 -1.272 5.082 0.361
O -2.123 -0.941 6.460 -0.189
O -2.441 -0.043 4.060 -0.237
C -1.303 0.840 4.119 -0.076
O -3.938 -1.773 4.829 -0.220
C -4.307 -3.108 5.159 -0.093
H -2.600 -2.295 2.592 0.089
H -1.648 -3.742 2.895 0.065
H -0.823 -2.205 2.450 0.084
H -1.525 1.677 4.775 0.090
H -1.112 1.167 3.100 0.058
H -0.389 0.335 4.440 0.085
H -3.444 -3.729 5.405 0.080
H -4.811 -3.538 4.292 0.087
H -4.994 -3.102 6.004 0.090
C -0.973 4.742 0.975 -0.043
C -0.145 5.945 1.353 -0.189
O -1.040 6.909 1.938 0.040
C -0.567 8.109 2.187 -0.403
O 0.554 8.489 1.994 0.173
C -1.637 9.033 2.805 -0.550
F -1.118 10.224 3.070 0.179
F -2.695 9.204 2.011 0.171
F -2.057 8.484 3.959 0.159
H -0.309 3.937 0.649 0.071
H -1.644 4.996 0.152 0.076
H -1.562 4.349 1.803 0.060
H 0.390 6.367 0.504 0.133
H 0.587 5.690 2.120 0.116
```

Entry 2:
An isolated molecule of CH3NO3 in a non-equilibrium geometry. Source: OMol25; level of theory: the ωB97M-V functional and the def2-TZVPD basis.

Summary:
HOMO energy (alpha / beta): -5.9 / -10.7 eV
ΔE to the lowest compared entry with this formula, charge and spin: 126.97 kJ/mol
Gap between HOMO and LUMO (alpha / beta): 6.601 / 7.974 eV
Total charge: 0
Spin multiplicity: 3

Structure (XYZ):
```
8
Properties=species:S:1:pos:R:3:lowdin_spin:R:1
C -0.213 -0.089 0.199 0.071
N -0.724 1.111 0.662 0.050
O -0.544 -1.158 0.610 0.029
O 1.405 -1.078 -1.219 1.053
O 0.626 0.033 -0.883 0.723
H -1.288 1.091 1.563 0.011
H -0.097 1.963 0.524 0.000
H 0.836 -1.872 -1.456 0.064
```

Entry 3:
A cluster of 2 separate species, C4H14N3 in total in a non-equilibrium geometry. Source: OMol25; level of theory: the ωB97M-V functional and the def2-TZVPD basis.

Summary:
HOMO energy: -13.1 eV
ΔE to the lowest compared entry with this formula, charge and spin: 149.24 kJ/mol
Gap between HOMO and LUMO: 9.303 eV
Total charge: +1

Structure (XYZ):
```
21
Properties=species:S:1:pos:R:3:lowdin_charge:R:1
C 0.316 -2.011 2.153 -0.031
C -1.588 -0.798 1.373 0.124
N -0.405 -1.227 1.145 -0.050
H 1.165 -1.461 2.499 0.090
H 0.647 -2.964 1.659 0.120
H -0.338 -2.222 2.989 0.089
H -2.083 -1.009 2.327 0.117
H -2.130 -0.240 0.653 0.093
H 0.194 -1.024 0.127 0.090
N 0.883 -0.739 -1.090 0.014
C 0.170 0.444 -1.638 -0.232
C 0.454 1.697 -0.816 -0.284
N -0.572 2.722 -1.122 0.002
H 1.877 -0.511 -0.963 0.128
H 0.872 -1.494 -1.762 0.118
H -0.907 0.199 -1.575 0.117
H 0.413 0.611 -2.691 0.124
H 0.367 1.414 0.261 0.111
H 1.467 2.019 -0.991 0.106
H -0.423 3.520 -0.489 0.084
H -0.380 3.076 -2.048 0.070
```

Entry 4:
A cluster of 2 separate species, C4H13NO2 in total in a non-equilibrium geometry. Source: OMol25; level of theory: the ωB97M-V functional and the def2-TZVPD basis.

Summary:
SMILES: CC(C)NCO.O
HOMO energy: -9.7 eV
ΔE to the lowest compared entry with this formula, charge and spin: 102.89 kJ/mol
Gap between HOMO and LUMO: 10.372 eV
Total charge: 0

Structure (XYZ):
```
20
Properties=species:S:1:pos:R:3:lowdin_charge:R:1
C -1.550 -0.998 0.280 -0.045
C -1.585 0.179 -0.725 -0.436
C -2.554 -0.083 -1.881 -0.076
N -0.272 0.370 -1.329 -0.020
C 0.942 -0.017 -0.715 -0.329
O 1.286 0.571 0.529 -0.057
H -1.969 -1.927 -0.076 0.072
H -0.533 -1.094 0.626 0.050
H -2.168 -0.778 1.156 0.079
H -1.993 1.042 -0.185 0.128
H -2.339 0.661 -2.651 0.072
H -2.340 -1.068 -2.281 0.074
H -3.618 -0.035 -1.663 0.074
H -0.166 1.372 -1.462 0.123
H 1.229 -1.071 -0.725 0.127
H 1.713 0.335 -1.403 0.117
H 0.634 1.232 0.770 0.091
H 2.555 0.165 2.283 -0.006
H 3.265 -0.893 3.114 0.033
O 3.162 0.065 3.030 -0.070
```

Entry 5:
A structure of composition C44H46FN9O6SY. Source: OMol25; level of theory: the ωB97M-V functional and the def2-TZVPD basis.

Summary:
HOMO energy: -2.2 eV
ΔE to the lowest compared entry with this formula, charge and spin: 30.73 kJ/mol
Gap between HOMO and LUMO: 1.521 eV
Total charge: -1

Structure (XYZ):
```
108
Properties=species:S:1:pos:R:3:lowdin_charge:R:1
Y -1.310 -0.977 -0.172 1.461
F 3.721 3.454 0.216 0.042
C 3.923 2.105 0.284 -0.191
C 2.874 1.260 0.485 0.100
C 3.116 -0.116 0.481 -0.037
C 1.928 -0.996 0.582 -0.305
O 0.847 -0.455 0.792 -0.020
C 2.189 -2.403 0.410 -0.011
C 3.472 -2.803 0.291 0.033
N 4.573 -1.987 0.196 -0.001
C 5.877 -2.556 0.011 -0.272
C 6.027 -3.708 -0.933 -0.085
C 6.570 -2.361 -1.311 -0.107
C 4.405 -0.618 0.265 -0.121
C 5.469 0.280 0.085 0.070
C 5.221 1.638 0.084 -0.189
N 6.280 2.560 -0.245 -0.096
C 6.552 3.564 0.764 -0.157
C 7.831 4.292 0.407 -0.090
N 7.634 4.927 -0.948 0.053
C 7.290 3.901 -1.999 -0.088
C 6.047 3.164 -1.548 -0.148
C 1.110 -3.492 0.202 -0.632
O 1.488 -4.657 0.376 -0.014
O 0.006 -3.061 -0.191 -0.083
H 1.856 1.612 0.592 0.121
H 3.645 -3.869 0.220 0.136
H 6.495 -2.563 0.904 0.149
H 5.138 -4.043 -1.447 0.112
H 6.721 -4.486 -0.652 0.104
H 6.017 -1.811 -2.060 0.111
H 7.641 -2.208 -1.303 0.096
H 6.479 -0.067 -0.079 0.111
H 6.673 3.080 1.733 0.148
H 5.741 4.301 0.871 0.131
H 8.672 3.609 0.303 0.137
H 8.070 5.089 1.108 0.135
H 8.462 5.454 -1.221 0.177
H 6.861 5.596 -0.882 0.182
H 8.149 3.235 -2.065 0.138
H 7.145 4.429 -2.939 0.136
H 5.818 2.383 -2.271 0.152
H 5.189 3.856 -1.542 0.137
C -0.902 3.867 -0.633 -0.135
C -1.814 4.161 -1.636 -0.131
C -2.634 3.148 -2.113 -0.067
C -2.523 1.853 -1.603 -0.197
C -1.584 1.494 -0.615 -0.134
C -0.809 2.565 -0.148 -0.167
C -3.429 0.797 -2.128 -0.207
C -4.740 1.127 -2.588 -0.002
C -5.562 0.148 -3.040 -0.008
C -5.095 -1.186 -3.096 -0.155
C -5.881 -2.262 -3.561 -0.048
C -5.380 -3.533 -3.566 -0.100
C -4.068 -3.777 -3.110 -0.075
C -3.289 -2.754 -2.648 -0.006
C -3.792 -1.432 -2.620 -0.204
N -3.005 -0.444 -2.109 0.115
H -0.267 4.652 -0.228 0.078
H -1.898 5.166 -2.037 0.080
H -3.350 3.376 -2.896 0.093
H -0.097 2.382 0.661 0.061
H -5.088 2.145 -2.489 0.103
H -6.582 0.368 -3.335 0.112
H -6.894 -2.064 -3.894 0.105
H -5.995 -4.358 -3.907 0.091
H -3.679 -4.787 -3.106 0.099
H -2.283 -2.944 -2.292 0.109
C -2.466 2.526 3.371 -0.092
N -2.131 1.271 4.037 -0.160
C -3.246 0.863 4.909 -0.089
C -1.727 0.251 3.146 -0.440
N -1.843 0.263 1.891 0.103
N -1.227 -0.859 3.807 0.131
C -1.293 -2.145 3.279 -0.476
N -1.326 -3.125 4.295 0.119
N -1.351 -2.349 2.036 0.126
H -2.617 3.288 4.136 0.080
H -3.385 2.443 2.776 0.055
H -1.652 2.837 2.717 0.077
H -3.333 1.583 5.725 0.075
H -3.060 -0.122 5.332 0.069
H -4.183 0.818 4.341 0.028
H -2.374 1.065 1.570 0.005
H -0.914 -0.743 4.754 0.131
H -2.087 -2.941 4.940 0.081
H -1.460 -4.039 3.883 0.089
H -1.640 -3.294 1.787 0.071
O -3.819 -3.671 1.386 -0.011
C -4.133 -2.607 0.831 -0.606
O -3.341 -1.862 0.168 -0.183
C -5.590 -2.182 0.820 -0.162
C -6.479 -3.186 0.434 -0.066
C -7.829 -2.949 0.246 -0.137
C -8.306 -1.660 0.470 -0.142
C -7.448 -0.667 0.894 -0.174
C -6.067 -0.880 1.105 -0.687
S -5.132 0.437 1.767 0.484
H -6.061 -4.173 0.273 0.105
H -8.492 -3.744 -0.075 0.076
H -9.358 -1.429 0.325 0.080
H -7.822 0.329 1.100 0.068
C 1.185 -0.318 -2.319 -0.329
O -0.040 -0.762 -1.965 -0.413
H 1.382 -0.383 -3.412 0.059
H 2.032 -0.887 -1.860 0.055
H 1.363 0.749 -2.040 0.065
```